Entry 1:
Molecular formula: C51H67BrN5O2Re
Method: DFT, ωB97M-V/def2-TZVPD

Calculated values
Charge   +1
E_LUMO (alpha / beta)   -4.51 / -4.64 eV
Maximum force   2.38 eV/A
Calculated total energy   -5059.899470 Ha
2S+1   2

CARTESIAN COORDINATES (ANGSTROEM)
Re: -0.0686 0.1404 -0.8302
C: -0.2260 2.5348 2.5552
N: -0.1532 1.0886 2.7090
C: -0.8155 0.6851 3.9407
C: 1.2243 0.6323 2.6716
C: 1.3781 -0.8520 2.3383
N: 1.2349 -1.2893 0.9133
C: 2.5825 -1.3389 0.3239
C: 3.3440 -0.0369 0.2688
C: 4.7052 -0.0993 0.4744
C: 5.5189 1.0257 0.3846
C: 4.8904 2.2353 0.1353
C: 3.5256 2.3690 -0.1152
C: 2.7431 1.1943 -0.0780
O: 1.4267 1.2127 -0.3541
C: 3.0271 3.8033 -0.3827
C: 1.6084 3.9312 -0.9442
C: 3.9627 4.4845 -1.4013
C: 3.0882 4.5709 0.9482
C: 7.0302 0.8940 0.5091
C: 7.7513 2.2391 0.3953
C: 7.3905 0.2661 1.8637
C: 7.5203 -0.0101 -0.6356
C: 0.6990 -2.6735 0.9388
C: 0.1496 -3.3101 -0.3105
C: 0.5780 -4.5651 -0.7046
C: -0.0920 -5.2728 -1.6929
C: -1.2659 -4.7119 -2.1951
C: -1.7486 -3.4612 -1.8353
C: -0.9501 -2.7175 -0.9362
O: -1.1663 -1.4123 -0.6646
C: -3.1062 -2.9548 -2.3492
C: -4.0182 -2.7208 -1.1346
C: -2.9990 -1.6582 -3.1728
C: -3.7806 -3.9956 -3.2456
C: 0.3536 -6.6509 -2.1717
C: 1.6901 -7.0708 -1.5555
C: -0.7148 -7.6792 -1.7604
C: 0.5078 -6.6597 -3.6993
H: 0.3191 3.0714 3.3475
H: -1.2693 2.8534 2.5820
H: 0.1983 2.8196 1.5917
H: -0.2775 1.0414 4.8325
H: -0.8942 -0.4013 4.0014
H: -1.8223 1.0980 3.9617
H: 1.7128 0.7905 3.6475
H: 1.7685 1.2344 1.9542
H: 0.6635 -1.4060 2.9444
H: 2.3782 -1.1486 2.6726
H: 2.4894 -1.7586 -0.6786
H: 3.1888 -2.0409 0.9108
H: 5.1417 -1.0648 0.7054
H: 5.4891 3.1333 0.1195
H: 1.5020 3.3609 -1.8648
H: 1.4129 4.9804 -1.1751
H: 0.8540 3.6054 -0.2319
H: 4.1173 3.8522 -2.2777
H: 4.9363 4.7183 -0.9722
H: 3.5193 5.4251 -1.7309
H: 2.4072 4.1321 1.6810
H: 2.8026 5.6136 0.7944
H: 4.0957 4.5509 1.3648
H: 7.4469 2.9292 1.1848
H: 7.5798 2.7093 -0.5749
H: 8.8244 2.0760 0.4968
H: 7.0078 0.8821 2.6794
H: 8.4743 0.1958 1.9658
H: 6.9773 -0.7380 1.9659
H: 7.2355 0.4138 -1.6007
H: 7.0977 -1.0131 -0.5641
H: 8.6078 -0.0970 -0.6072
H: -0.1293 -2.6697 1.6500
H: 1.4707 -3.3389 1.3451
H: 1.4454 -4.9876 -0.2134
H: -1.8299 -5.2835 -2.9191
H: -3.6465 -1.9122 -0.5123
H: -4.0810 -3.6246 -0.5253
H: -5.0264 -2.4587 -1.4641
H: -2.5327 -0.8516 -2.6138
H: -4.0004 -1.3268 -3.4561
H: -2.4298 -1.8254 -4.0903
H: -3.9293 -4.9398 -2.7198
H: -3.2023 -4.1786 -4.1536
H: -4.7613 -3.6251 -3.5471
H: 1.6137 -7.1688 -0.4712
H: 2.4792 -6.3555 -1.7965
H: 1.9838 -8.0421 -1.9545
H: -0.8612 -7.6628 -0.6789
H: -0.4025 -8.6842 -2.0510
H: -1.6734 -7.4728 -2.2378
H: 1.3039 -5.9801 -4.0112
H: -0.4147 -6.3726 -4.2054
H: 0.7721 -7.6651 -4.0312
C: -4.8395 -0.2899 2.6003
C: -3.5809 -0.8636 2.5205
C: -2.6458 -0.3799 1.6231
C: -2.9729 0.6790 0.7749
C: -4.2507 1.2631 0.8669
C: -5.1675 0.7824 1.7754
N: -2.0332 1.1142 -0.1787
N: -2.4395 2.0530 -0.9365
C: -1.6985 2.3194 -2.0366
C: -2.1633 3.2991 -2.9224
C: -1.5276 3.4796 -4.1251
C: -0.4037 2.6993 -4.4074
C: 0.0298 1.7810 -3.4837
N: -0.5961 1.5679 -2.3076
H: -5.5715 -0.6728 3.2991
H: -3.3251 -1.6965 3.1623
H: -1.6588 -0.8068 1.5649
H: -4.4936 2.0834 0.2110
H: -6.1470 1.2366 1.8416
H: -3.0356 3.8608 -2.6215
H: -1.8920 4.2024 -4.8418
H: 0.1402 2.8090 -5.3340
H: 0.9118 1.1905 -3.6709
Br: 3.7204 -3.2319 -5.4534
C: 2.6480 -2.2087 -4.2700
C: 1.3145 -2.5277 -4.0964
C: 0.5513 -1.7955 -3.1983
C: 1.0911 -0.7768 -2.4142
C: 2.4052 -0.4001 -2.7196
C: 3.1870 -1.1129 -3.6189
H: 0.8704 -3.3435 -4.6517
H: -0.4961 -2.0373 -3.1384
H: 2.8632 0.4647 -2.2611
H: 4.2096 -0.8115 -3.8049


Entry 2:
Molecular formula: C3H15NO5
Method: DFT, ωB97M-V/def2-TZVPD

Calculated values
SMILES string   CNCC=O.O.O.O.O
E_LUMO   0.46 eV
Maximum force   1.37 eV/A
Calculated total energy   -554.221159 Ha

CARTESIAN COORDINATES (ANGSTROEM)
C: 2.0211 0.6095 1.7341
N: 2.1349 -0.5535 0.8133
C: 1.2552 -1.6725 1.1664
C: 0.7649 -2.4027 -0.0641
O: 0.3798 -1.8440 -1.0591
H: 3.0009 1.0860 1.7146
H: 1.2106 1.2461 1.3896
H: 1.8695 0.2863 2.7600
H: 1.8167 -0.2319 -0.0951
H: 0.4135 -1.3095 1.7851
H: 1.7814 -2.3436 1.8541
H: 0.8277 -3.5020 -0.0494
O: -0.3312 2.4076 -0.8390
H: -0.7263 3.2819 -0.7278
H: -0.5269 2.2628 -1.7777
O: -0.5210 0.2530 -2.6589
H: -0.0963 -0.0446 -1.8736
H: -1.4192 -0.0787 -2.4906
O: -1.6775 0.7282 0.9084
H: -0.8877 0.9501 0.3807
H: -1.4797 -0.2029 1.0728
O: -3.1995 0.3157 -1.7462
H: -3.5722 -0.2801 -1.0785
H: -3.0385 1.0388 -1.1192


Entry 3:
Molecular formula: C46H101F6MnN9O10P
Method: DFT, ωB97M-V/def2-TZVPD

Calculated values
Charge   +1
E_LUMO (alpha / beta)   -7.39 / -7.36 eV
Maximum force   4.02 eV/A
Calculated total energy   -5149.499961 Ha
2S+1   6

CARTESIAN COORDINATES (ANGSTROEM)
Mn: 6.4556 -0.1164 0.9045
P: 1.5902 -0.4465 0.9123
F: 0.4719 -0.2249 -0.2830
F: 1.7033 -1.9602 0.3802
F: 2.6764 -0.0387 -0.1889
F: 2.8031 -0.7148 1.9425
F: 1.5097 1.0937 1.3392
F: 0.3968 -0.8675 1.9610
C: 7.8750 7.9391 -0.3875
C: 7.1528 8.3415 0.9661
C: 7.2608 7.3217 2.1045
C: 6.8403 5.9833 1.6314
N: 6.5067 4.9299 1.2557
H: 8.9453 7.7903 -0.2451
H: 7.6615 8.7267 -1.1101
H: 7.4632 7.0423 -0.8506
H: 6.1234 8.5573 0.6800
H: 7.5920 9.2546 1.3678
H: 6.6135 7.6486 2.9184
H: 8.2812 7.3111 2.4877
C: 3.4869 -6.0031 8.1937
C: 1.9804 -5.7763 7.8832
C: 1.6355 -4.6086 6.9712
C: 2.1694 -3.3066 7.3960
N: 2.6190 -2.2622 7.7244
H: 3.6330 -6.8495 8.8649
H: 4.0048 -5.1762 8.6796
H: 4.1112 -6.2485 7.3346
H: 1.4336 -5.6715 8.8203
H: 1.6241 -6.6768 7.3830
H: 0.5580 -4.5067 6.8420
H: 2.0331 -4.8568 5.9871
C: 0.4058 -10.6765 -0.0612
C: -0.4489 -10.0188 1.0293
C: -0.1060 -8.5852 1.3906
C: 1.3548 -8.4637 1.4752
N: 2.5096 -8.3608 1.5639
H: 0.6502 -9.9927 -0.8740
H: -0.1544 -11.5410 -0.4173
H: 1.2992 -11.0129 0.4649
H: -0.4637 -10.5788 1.9644
H: -1.4795 -10.0022 0.6748
H: -0.4770 -8.3498 2.3881
H: -0.3816 -7.8546 0.6301
C: -11.3526 7.7209 -0.9980
O: -10.4844 6.5859 -1.0780
C: -10.9669 5.4158 -1.7948
C: -10.0060 4.2683 -1.4522
N: -8.7328 4.5401 -2.0968
C: -7.6663 3.5530 -1.7513
C: -6.2833 4.0226 -2.3442
O: -5.9340 5.2194 -1.7357
C: -4.8077 5.7786 -2.3719
H: -10.8804 8.5697 -0.5035
H: -12.2830 7.4937 -0.4776
H: -11.7212 8.1600 -1.9250
H: -11.0104 5.5537 -2.8752
H: -11.9497 5.1178 -1.4297
H: -10.3582 3.3220 -1.8625
H: -9.9346 4.2060 -0.3663
H: -8.4055 5.4275 -1.7427
H: -7.8651 2.5365 -2.0908
H: -7.5231 3.3905 -0.6830
H: -6.3716 4.1270 -3.4256
H: -5.5182 3.2691 -2.1571
H: -4.8841 5.9047 -3.4519
H: -3.9154 5.1697 -2.2259
H: -4.5500 6.7761 -2.0160
C: -3.0514 -9.1219 -11.3054
O: -2.0723 -8.9343 -10.2502
C: -2.6517 -8.2538 -9.0932
C: -1.4876 -7.6329 -8.2609
N: -0.7072 -8.6521 -7.5205
C: 0.6929 -8.3770 -7.3954
C: 1.0753 -7.2059 -6.3858
O: 0.8836 -5.9322 -7.0559
C: 0.3818 -4.9260 -6.2458
H: -3.6822 -9.9635 -11.0194
H: -2.6112 -9.3319 -12.2802
H: -3.6374 -8.2177 -11.4702
H: -3.2258 -8.9003 -8.4294
H: -3.2948 -7.4213 -9.3788
H: -1.9310 -6.9761 -7.5125
H: -0.9084 -7.0106 -8.9430
H: -0.9829 -9.5066 -7.9830
H: 1.1813 -8.2411 -8.3603
H: 1.1747 -9.2529 -6.9609
H: 2.0749 -7.3248 -5.9677
H: 0.4303 -7.3065 -5.5129
H: 1.1619 -4.6381 -5.5410
H: -0.5041 -5.2821 -5.7201
H: 0.0743 -4.0363 -6.7953
C: 8.0487 0.1712 -2.3491
O: 7.7203 -0.7588 -1.3091
C: 8.1274 -2.0743 -1.7650
C: 7.3427 -3.0982 -0.9885
N: 7.2507 -2.8543 0.4767
C: 8.5280 -3.1598 1.1701
C: 8.4205 -2.5473 2.5857
O: 7.7816 -1.2976 2.5646
C: 8.0616 -0.6668 3.7931
H: 7.2770 0.1484 -3.1187
H: 9.0069 -0.1999 -2.7127
H: 8.0352 1.1601 -1.8909
H: 9.1811 -2.2522 -1.5504
H: 8.0607 -2.2496 -2.8387
H: 7.5875 -4.1278 -1.2496
H: 6.3268 -3.0096 -1.3737
H: 6.6598 -3.6160 0.7777
H: 9.3826 -2.6258 0.7548
H: 8.7226 -4.2205 1.3288
H: 9.3999 -2.5629 3.0639
H: 7.8453 -3.2000 3.2424
H: 8.9443 -0.0312 3.7218
H: 8.3276 -1.2194 4.6942
H: 7.2115 -0.0267 4.0291
C: 3.8292 9.8347 9.4491
O: 3.0184 10.1186 8.2864
C: 3.7518 10.7112 7.1419
C: 2.8098 10.8854 5.9438
N: 2.3733 9.5619 5.6137
C: 1.0898 9.6033 4.8647
C: 0.6940 8.2068 4.5847
O: 0.2650 7.5891 5.7951
C: -0.3571 6.3118 5.6560
H: 3.1682 9.5214 10.2572
H: 4.3574 10.6955 9.8592
H: 4.5057 8.9919 9.3072
H: 4.5808 10.0434 6.9079
H: 4.0773 11.7202 7.3950
H: 3.3830 11.2364 5.0857
H: 1.9815 11.5473 6.1963
H: 2.2076 9.1200 6.5067
H: 1.2010 10.0204 3.8638
H: 0.2467 10.1008 5.3440
H: 1.5038 7.6386 4.1272
H: -0.1223 8.1483 3.8647
H: -0.7304 5.9990 6.6311
H: 0.4007 5.6067 5.3145
H: -1.1651 6.3557 4.9257
C: -11.0753 -2.8835 2.9319
O: -9.7012 -2.9026 2.6473
C: -9.1367 -1.5555 2.7149
C: -7.6388 -1.6405 2.2383
N: -7.6248 -2.0936 0.8336
C: -6.2671 -2.5032 0.3628
C: -6.1954 -3.0834 -1.1285
O: -7.0269 -4.1821 -1.2981
C: -6.7367 -5.0144 -2.4571
H: -11.3347 -2.5635 3.9411
H: -11.5674 -3.8476 2.8034
H: -11.5083 -2.1420 2.2605
H: -9.1538 -1.1928 3.7426
H: -9.6031 -0.7859 2.1000
H: -7.1356 -2.3261 2.9201
H: -7.0855 -0.7015 2.2530
H: -8.1388 -2.9449 0.6570
H: -5.9987 -3.2862 1.0720
H: -5.5244 -1.7056 0.3780
H: -5.1584 -3.2380 -1.4266
H: -6.3885 -2.3111 -1.8731
H: -6.7095 -4.4767 -3.4049
H: -7.5236 -5.7677 -2.4924
H: -5.7682 -5.4892 -2.2999
N: 4.0822 3.9280 -7.4435
C: 3.1391 3.0592 -6.8778
C: 2.9664 3.3646 -5.5516
C: 3.7206 4.5160 -5.3159
C: 4.4429 4.8218 -6.4348
H: 4.5083 3.8904 -8.3584
H: 2.7010 2.2960 -7.5039
H: 2.3211 2.9045 -4.8179
H: 3.7531 5.1081 -4.4133
H: 5.1475 5.6258 -6.5883